55
Properties=species:S:1:pos:R:3:forces:R:3 method="wB97M-V/def2-TZVPD" homo_energy_ev=-8.6 smiles="COc1ccc(OCc2cc(C(=O)NCC(C)(C)N3CCOCC3)no2)c(Cl)c1" total_energy_ha=-1778.31448 lumo_ha=0.0238
Cl 3.384601 1.314022 5.270952 0.0 0.0 0.1
O -0.831985 -3.806348 -3.899949 0.0 -0.1 -0.1
O 4.322375 -0.151776 2.733659 0.2 0.4 0.0
O 2.059341 -2.045957 1.425780 0.6 -0.1 0.2
O -1.653321 0.484954 1.792038 0.2 0.2 0.2
O 2.016971 4.789769 1.791058 0.1 -0.1 -0.2
N -1.706774 -1.162798 0.228275 0.0 -0.1 -0.1
N -1.898145 -1.604360 -2.448992 0.0 0.0 -0.1
N 0.850352 -1.861274 0.863472 -1.0 0.1 -0.5
C -2.668670 -0.471123 -1.918442 -0.2 0.3 0.2
C 2.187597 -1.236867 2.489825 -0.7 0.6 0.4
C -2.619392 -2.863054 -2.560564 0.3 -0.3 -0.1
C 3.079499 2.842168 1.057824 -0.1 0.2 0.1
C 3.734964 1.084969 2.580364 0.0 0.2 0.1
C 1.445417 5.573443 2.813789 -0.1 0.1 0.1
C 3.485254 -1.192841 3.225475 -0.2 -0.3 -0.1
C -0.174444 -2.562962 -3.851191 0.0 0.4 -0.1
C -1.160728 -1.402638 -3.684428 0.3 -0.3 0.0
C 3.640471 1.608566 1.291691 0.0 -0.1 0.2
C -2.929530 -0.770552 -0.420516 -0.1 0.1 -0.2
C 0.225673 -0.942469 1.563898 1.0 -0.1 0.3
C -1.133160 -0.450327 1.214148 -0.3 -0.3 -0.3
C 3.255342 1.859342 3.632189 0.2 -0.2 -0.3
C -4.008733 -0.239851 -2.632139 0.3 -0.1 0.2
C -1.600795 -3.992462 -2.736572 -0.4 0.0 0.2
C 1.044915 -0.498707 2.630351 0.4 -0.6 -0.2
C -1.838459 0.816193 -1.985232 -0.1 -0.2 0.0
C 2.671403 3.097710 3.409711 -0.2 0.3 -0.1
C 2.571471 3.598765 2.116875 0.2 -0.3 0.1
H -4.678553 -1.085241 -2.497273 -0.1 -0.1 0.0
H -1.827906 -1.373118 -4.563486 0.1 0.1 0.0
H -3.299799 0.122319 0.086745 -0.1 -0.1 -0.1
H -1.139765 -1.835740 -0.270129 0.1 0.1 0.0
H -2.106229 -4.952901 -2.852128 0.0 0.0 0.1
H 0.801070 0.237891 3.364539 0.0 0.2 0.2
H 2.194871 5.881807 3.549234 0.0 0.0 0.0
H -3.677031 -1.561584 -0.304708 0.0 0.1 0.0
H -3.296420 -2.870687 -3.431570 0.0 0.0 0.1
H 0.633027 5.041154 3.317356 0.0 0.0 0.0
H -3.846507 -0.089148 -3.697074 0.0 0.0 -0.1
H 3.008583 3.241368 0.059303 0.0 0.0 -0.1
H -1.783262 1.202456 -2.999443 0.1 0.0 -0.1
H 4.050029 -2.111283 3.052582 -0.1 0.1 0.1
H 2.307401 3.651665 4.259453 0.0 0.1 0.1
H -0.833021 0.642203 -1.610213 0.1 0.0 0.0
H 1.044983 6.455603 2.317341 0.0 0.0 0.1
H -0.942134 -4.028033 -1.854851 -0.1 0.0 0.0
H 0.373528 -2.468871 -4.790296 0.0 0.0 0.1
H 3.290775 -1.070044 4.297586 0.1 -0.1 -0.3
H -0.588714 -0.479032 -3.641336 0.0 0.0 0.0
H 4.025246 1.015060 0.477132 0.0 -0.1 -0.1
H 0.534140 -2.549449 -3.008904 0.0 0.0 -0.1
H -3.200500 -3.053153 -1.659711 -0.1 0.0 0.0
H -4.491490 0.646467 -2.229813 -0.1 0.1 0.0
H -2.303829 1.576756 -1.363683 -0.1 0.1 0.0



12
Properties=species:S:1:pos:R:3:forces:R:3 method="wB97M-V/def2-TZVPD" homo_energy_ev=-9.5 smiles="CN(C)C=O" total_energy_ha=-248.47188 lumo_ha=0.0301
O -2.390375 -0.180986 0.081815 0.6 -0.2 0.0
N -0.135822 -0.065290 -0.209974 1.2 0.0 1.2
C 1.062092 -0.900591 0.054841 1.9 1.0 1.0
C -1.306351 -0.721733 -0.083581 -1.9 0.7 -0.6
C -0.062736 1.397621 -0.009416 0.0 0.7 -0.9
H 0.957389 1.772907 -0.219243 -0.3 -0.6 0.2
H 1.478739 -1.256137 -0.950847 -0.2 0.3 1.7
H 1.904630 -0.187019 0.652942 -2.3 -2.1 -1.8
H 0.809179 -1.772949 0.768713 0.5 1.3 -1.3
H -1.278093 -1.807842 -0.277105 0.5 0.0 0.3
H -0.364918 1.814480 0.974716 0.0 -0.8 -0.4
H -0.673733 1.907536 -0.782863 0.0 -0.5 0.6



13
Properties=species:S:1:pos:R:3:forces:R:3 method="wB97M-V/def2-TZVPD" homo_energy_ev=-8.8 total_energy_ha=-1023.68060 lumo_ha=0.0182
S 2.501534 -0.471197 0.161414 -0.6 0.0 2.3
S -2.476056 -0.389262 0.388701 3.3 -0.5 0.6
N 0.892839 0.096156 -0.030633 -0.3 -0.9 -0.6
N -1.189431 -1.076839 -0.564316 -1.1 -0.4 -0.8
C 0.574673 1.473534 0.103555 0.5 -1.3 1.1
C -0.464775 2.118685 -0.404043 -2.3 0.8 -1.2
C 0.046886 -0.888817 -0.688086 0.4 2.0 0.2
H -0.679200 3.090191 0.041157 0.4 0.0 -0.2
H 0.668049 -1.366214 -1.470497 -0.8 -0.5 0.5
H 1.253474 1.867208 0.889954 -0.7 0.4 -0.8
H -1.580884 -0.167681 1.441674 -1.3 0.3 -0.5
H -1.332436 1.880269 -1.172533 2.4 -0.3 1.7
H 2.398798 -0.892055 1.564489 0.2 0.5 -2.2



16
Properties=species:S:1:pos:R:3:forces:R:3 method="wB97M-V/def2-TZVPD" homo_energy_ev=-8.9 smiles="C[C@H](C=O)N(C)S" total_energy_ha=-685.89428 lumo_ha=0.0161
S -1.878487 -0.624483 -0.460183 -1.1 -0.5 0.7
O 0.487801 -1.854743 1.228882 1.0 1.5 -0.3
N -0.807930 0.695146 -0.397638 2.9 -1.6 2.1
C 1.074302 -0.827898 0.939567 -0.3 0.3 0.4
C 0.684603 0.133818 -0.215394 -4.5 -3.6 -2.1
C 0.825018 -0.659721 -1.527395 2.1 0.6 -0.9
C -1.036927 1.512318 0.790247 -2.3 -0.1 -1.3
H -0.056522 -0.681227 -2.145013 -0.3 0.9 -0.2
H -2.140447 1.445209 0.893401 0.6 1.4 0.2
H -0.521589 2.452551 0.713078 -0.4 0.7 -0.2
H 1.222884 0.971302 -0.269303 2.5 3.1 0.3
H 0.927140 -1.711558 -1.390680 0.7 -0.8 0.5
H -0.683938 1.052762 1.647288 0.9 -1.2 2.0
H 1.703568 -0.245740 -2.108548 -1.0 -0.7 0.4
H -1.838352 -1.167686 0.833079 0.2 0.6 -1.0
H 2.038874 -0.490045 1.468619 -1.0 -0.6 -0.3



Looking at frontier orbital gap for the records above, in order, we have 9.21 10.32 9.30 9.33 eV.